ORCA calculation (ωB97M-V with the def2-TZVPD basis set) on a molecular structure, C46H58ClCsN5O3P3Se at a distorted geometry.

Its energy above the lowest of the compared OMol25 structures with the same formula, charge and spin is 18.1 kcal per mole. Its HOMO-LUMO gap is 4.33 eV. Its energy is -168521.744 eV. The charge is -2.

```
118
Properties=species:S:1:pos:R:3:forces:R:3
C -3.1833 0.2152 5.9529 0.4 -1.5 0.5
C -3.9727 -2.7191 3.3621 0.0 -0.9 -0.1
H -5.2954 -1.8503 -3.5598 1.0 0.7 0.4
C 3.7456 -0.4080 -0.9927 -0.5 1.4 0.0
C 3.1761 3.8022 2.0924 0.0 -1.2 0.7
H -1.1614 0.0383 6.8310 -0.2 -0.1 0.3
C 4.0915 -4.8108 -1.3057 2.0 -1.1 -0.9
C -3.4018 -3.5833 2.2341 0.6 0.7 -0.8
C -4.9729 -1.2025 -1.4998 -1.6 -0.6 0.2
H -0.8377 3.3264 -5.4299 -0.2 -0.1 0.5
H -3.6592 -2.1747 -2.9104 0.0 0.1 0.0
H -3.1868 -2.2407 3.9485 0.1 0.1 -0.2
C 1.7393 -0.9013 -3.6881 -0.8 -0.4 -1.0
H -5.8879 2.6443 3.6954 0.3 -0.3 -0.9
H -4.1432 -4.2219 1.7333 0.0 0.2 0.3
H 0.3869 -1.9413 -6.6056 -0.3 0.4 -1.7
C 2.4752 -3.1370 -0.6454 0.6 -1.2 -0.2
H -0.0610 -3.6375 -2.7769 0.5 0.2 -0.2
H -4.8929 -0.7875 3.1240 -0.2 0.0 0.0
H -2.2022 2.0372 4.2326 0.4 -0.4 -0.1
C -5.6015 2.0026 0.4020 0.9 -0.8 1.2
H 1.6387 0.0446 -5.5925 0.3 0.3 -0.4
N -3.8995 -1.4245 1.3937 1.0 -0.8 -0.4
H 2.8077 4.7933 2.2420 0.0 0.6 -0.1
C -3.8551 -0.0628 -3.2688 0.2 -0.5 0.2
H -6.0024 -0.7268 -1.5008 0.7 -0.7 -0.2
H 2.1010 -3.1203 1.5073 -0.1 0.3 -0.2
H 3.7790 0.9470 3.8884 -0.2 0.0 -0.1
C 2.2501 -0.4157 -0.6226 0.7 0.1 0.1
H -5.1096 3.8429 2.7311 0.5 0.4 0.1
C -0.7369 1.9371 -3.6145 -0.8 1.8 -1.9
H 3.1788 3.3035 4.1920 -0.6 0.6 0.9
C -4.2493 1.8830 2.3912 -0.8 -0.8 -0.1
H -5.6889 -2.0800 2.2086 -0.6 -0.2 0.0
H -1.4674 1.2202 -3.9032 -0.6 -0.2 -0.2
Se 1.8505 5.0242 -1.6669 -0.4 0.2 -0.2
C 0.6699 -1.8975 -5.6048 0.8 0.1 1.6
H -1.7541 1.1471 2.9546 0.2 0.0 0.2
C 8.0472 1.2942 0.3822 0.9 -0.1 0.8
O -3.9793 1.0311 5.4358 0.0 0.2 0.0
H 2.6163 3.4292 -3.4396 0.4 -0.1 0.1
H 6.1585 2.0889 0.9951 0.4 -0.2 -0.5
C -5.4242 2.8115 2.6938 -0.2 0.6 1.0
H -2.5581 -4.1834 2.5149 0.3 -0.6 0.4
H -2.1380 -0.2482 -1.9512 -0.4 -0.2 0.2
N -4.0512 -0.2567 -0.9589 0.8 0.2 0.7
H 3.4464 4.0291 -0.0258 -0.1 -0.1 0.0
H 4.8600 -6.1048 0.2507 0.2 -0.2 0.0
C 3.6327 1.6144 3.0458 0.4 0.1 -1.8
H 4.3562 -0.8869 -0.2349 0.1 -0.3 -0.1
C 0.1660 1.6444 -2.6702 1.5 -0.3 1.2
H -3.3554 2.4321 2.0977 0.1 0.1 0.0
C 0.2075 -2.9388 -4.8127 0.1 0.3 1.0
C 3.2303 -3.7998 -1.6239 -0.7 0.6 0.1
C 3.8527 2.0225 0.6124 0.1 -1.0 -0.1
H 8.5530 1.6197 1.3082 -0.3 -0.1 -0.6
C 0.6806 3.7982 -4.0920 0.8 0.5 -1.1
H -6.1258 1.4567 -0.3922 -0.2 0.1 0.5
C 4.1943 -5.3077 -0.0162 -0.8 0.9 0.0
H 2.1774 -0.1875 0.4453 -0.3 -0.2 -0.1
O -2.2195 0.4780 0.6410 -0.6 -0.4 0.3
H 2.1841 -0.0480 -3.2619 0.7 0.9 0.5
H 0.0776 0.3904 4.8053 0.6 0.8 0.5
H -5.0543 -2.1554 -0.9106 0.2 0.8 -0.3
C 3.2590 2.9427 3.2020 0.7 -0.1 -1.0
C 3.5039 3.3453 0.8202 0.0 0.5 0.0
H -1.1582 -0.5288 4.3263 -0.9 -0.1 0.0
H -5.0088 2.7738 -0.0756 0.5 0.1 -0.4
P 1.2600 -1.9009 -1.0086 -0.8 1.0 -0.9
C 3.8986 1.1697 1.7241 -0.3 -0.8 0.8
C -4.7389 -1.6948 2.5429 -0.2 0.8 1.1
C 1.6330 3.4959 -2.9823 -0.4 0.7 0.3
H -6.7834 3.6763 1.1575 0.6 -0.5 0.4
C 6.7111 1.5615 0.2048 -0.3 0.4 0.7
C 6.7586 0.4014 -1.8864 0.0 0.3 -1.2
H 8.7460 -0.3400 -2.4970 -0.6 0.1 0.2
H -2.8618 1.2970 -1.8642 -0.5 0.0 0.2
H 9.8332 0.3462 -0.3742 -1.0 0.2 -0.3
H 4.8234 -5.1679 -2.0833 -1.1 0.1 0.7
H 6.2372 0.1519 -2.8285 0.4 -0.1 0.6
P 4.2532 1.4464 -1.1484 -0.3 -0.6 0.6
H 3.5946 -4.9493 1.9841 -0.4 -0.1 -0.2
C -2.8766 -2.5145 1.2320 -1.0 0.3 1.3
C 2.6313 -3.5505 0.6672 0.1 -1.2 0.3
C 0.4749 -2.9289 -3.4255 -0.9 -0.4 -1.2
H -7.2694 2.1477 1.7526 -0.5 -0.7 0.4
C -1.0016 0.4652 4.7552 0.1 0.1 -0.8
H -4.0249 1.2465 3.2609 0.0 0.2 -0.3
C 6.0524 1.1210 -0.9291 -0.4 0.0 0.4
H -0.4745 -3.6648 -5.2461 0.2 -0.1 0.1
C -1.6885 0.6437 6.1005 -0.2 0.1 -0.4
H -4.5269 -3.3139 4.1112 -0.2 0.5 -0.5
C 3.4116 -4.6731 0.9425 1.1 0.2 0.9
H 3.9166 -0.8394 -1.9776 0.2 -0.2 0.1
H 3.1007 -3.5238 -2.6563 0.1 0.2 -0.2
O -3.4101 -0.9844 6.3028 0.0 1.0 -0.4
N -1.3981 1.5466 3.8225 -0.2 -0.1 -0.1
C -6.3795 2.6974 1.5295 -1.2 0.7 -1.6
P -3.6308 -0.0251 0.6085 -0.1 1.4 0.3
Cs -0.2514 2.5447 0.2123 0.3 0.5 0.4
Cl 1.3928 4.9485 -5.3103 -0.5 -0.3 0.5
H -3.1920 -0.1220 -4.1241 0.2 0.1 -0.1
C 8.1185 0.1556 -1.7429 0.6 -0.1 0.6
H -2.8019 -2.8412 0.2130 0.0 -0.2 -0.6
H -0.0616 0.7145 -2.1383 0.3 -0.1 0.3
H 1.7911 0.4157 -1.1417 -0.4 0.4 -0.2
N 1.2762 2.2887 -2.2971 -0.6 -1.4 -0.1
N -4.7493 1.0763 1.2326 0.4 0.1 -0.3
H 4.0927 0.0843 1.5986 0.1 0.8 0.0
H -1.9058 -2.1575 1.5635 0.2 0.1 -0.1
C 1.4312 -0.8515 -5.0495 -0.8 -1.2 0.6
C -3.1323 0.2400 -1.9513 1.1 0.5 -1.5
H -1.6144 1.7078 6.3681 0.0 -0.2 0.1
C 1.2446 -1.9193 -2.8833 0.0 0.0 1.3
H -4.5990 0.7046 -3.4531 -0.3 0.0 -0.1
C 8.7524 0.5633 -0.5583 0.9 -0.1 -0.3
C -4.4587 -1.4255 -2.9215 -1.3 -0.6 -0.5
C -0.4023 3.1081 -4.4480 0.1 -0.7 0.0
```
Forces are in eV/Å.